Record 1
The following is a DFT calculation (ωB97M-V with the def2-TZVPD basis set) of an isolated molecule of C22H15N3.

The geometry in XYZ format:
```
40
Properties=species:S:1:pos:R:3:forces:R:3:nbo_charge:R:1
C -3.76918 -3.80592 -0.34150 -0.0183 -0.0065 0.7140 -0.2189
C -3.27129 -3.57045 0.94917 0.9060 0.3885 0.2109 -0.2037
C -2.16375 -2.70834 1.15377 -0.7857 -0.3350 -1.0274 -0.2207
C -1.59435 -2.05589 0.04282 -0.8246 0.3764 -0.7939 -0.0017
C -0.43295 -1.17846 0.25128 1.5581 -0.7132 1.3863 0.1787
C 0.58374 -1.61189 1.09481 -1.4181 1.5203 -1.6411 -0.2788
C 1.55647 -0.56633 1.05785 1.3063 -2.6890 2.7798 0.0934
N 2.65605 -0.63519 1.81887 -0.6000 1.6116 -1.3439 -0.3405
C 3.41211 0.49009 1.69869 -0.0059 -0.1265 0.2107 0.1088
C 4.58646 0.56168 2.47931 0.6349 1.7254 -0.6876 -0.1938
C 5.40729 1.68262 2.39672 0.0347 -0.8125 0.6236 -0.2122
C 5.03263 2.73515 1.54515 -0.2343 0.2120 -0.7217 -0.2068
C 3.90255 2.65249 0.75791 1.6814 2.4295 0.4238 -0.1975
C 3.05285 1.59867 0.84296 -1.7342 -2.6092 -0.0320 0.0982
N 1.90575 1.59523 0.09712 -1.7384 -1.6944 -0.1297 -0.4044
C 1.14857 0.48203 0.24079 0.8457 1.6738 -0.6934 0.3928
N -0.10244 0.08584 -0.30185 1.0071 0.6035 -0.1507 -0.4070
C -0.94830 0.93230 -1.07391 -0.9586 0.4330 -0.4819 0.1524
C -0.50617 1.72330 -2.18384 -0.7386 -0.4832 0.3786 -0.2210
C -1.45831 2.47434 -2.91477 -0.6383 -0.7764 1.6510 -0.1976
C -2.82969 2.44250 -2.55223 0.9478 -0.4510 0.1963 -0.2198
C -3.23104 1.66101 -1.45124 0.1795 -0.1980 -0.5367 -0.1987
C -2.31155 0.91953 -0.69666 0.9271 1.4459 -1.9782 -0.2265
C -2.11866 -2.28400 -1.24506 -0.1603 -0.7380 0.1912 -0.2201
C -3.16121 -3.20044 -1.43492 0.3498 0.6983 0.3759 -0.1927
H -4.65469 -4.43583 -0.45716 0.4132 0.0800 -0.0781 0.2192
H -3.68245 -4.07422 1.83289 -0.0448 0.2372 -0.5242 0.2189
H -1.76376 -2.50796 2.14416 -0.1684 -0.1188 -0.1392 0.2256
H 0.59572 -2.52647 1.66102 0.1651 0.0098 -0.1025 0.2398
H 4.80093 -0.25944 3.11092 0.2533 -0.6789 0.5174 0.2238
H 6.34127 1.75199 2.99477 -0.8401 -0.0821 -0.4657 0.2195
H 5.61800 3.64434 1.43581 0.1571 -0.2624 0.2490 0.2152
H 3.65602 3.51007 0.13656 -0.1226 -0.2859 -0.0518 0.2235
H 0.54280 1.71204 -2.50780 -0.4997 0.0072 0.3725 0.2366
H -1.15846 3.10335 -3.72732 0.2713 0.0851 -0.3546 0.2169
H -3.54812 3.00237 -3.16286 0.2294 -0.2893 0.4224 0.2188
H -4.28953 1.53206 -1.23746 0.1438 0.3019 0.1101 0.2163
H -2.61642 0.33916 0.12868 -0.3697 -0.5065 0.7532 0.2237
H -1.69373 -1.82631 -2.13816 0.0688 0.0947 0.3921 0.2243
H -3.49316 -3.38497 -2.44527 -0.1797 -0.0774 -0.0242 0.2161
```
Positions in Å, forces in eV/Å.

## Properties
- Total charge: 0
- E_LUMO: -0.0174 Eh
- 2S+1: 1
- SMILES: c1ccc(-c2cc3nc4ccccc4nc3n2-c2ccccc2)cc1
- E: -1011.618207 Eh
- Largest force on an atom: 0.0794 hartree/bohr
- Relative energy (zero: lowest compared OMol25 entry of this formula, charge and spin): 10.2 kcal per mole

Record 2
The following is a DFT calculation (ωB97M-V with the def2-TZVPD basis set) of an isolated molecule of C2H4BrN.

The geometry in XYZ format:
```
8
Properties=species:S:1:pos:R:3:forces:R:3:nbo_charge:R:1
C 1.07529 -0.38066 0.01449 0.8742 0.4154 -0.0312 -0.4594
N -0.30289 -0.71061 -0.02048 -6.6246 6.1668 0.2201 -0.3741
C -1.23365 0.45705 -0.02005 5.9218 -6.9122 -0.2043 -0.0927
Br -3.03104 0.12600 -0.00414 -0.3935 0.0150 0.0188 0.1371
H 1.61536 -1.23579 -0.39505 0.1478 0.1582 -0.0370 0.2104
H 1.40399 -0.25492 1.05209 0.0302 -0.0689 -0.0319 0.2089
H 1.34517 0.52991 -0.53507 0.0389 -0.0691 0.0226 0.1805
H -0.87223 1.46903 -0.09180 0.0052 0.2949 0.0428 0.1894
```
Positions in Å, forces in eV/Å.

## Properties
- Total charge: 0
- E_LUMO: 0.0049 Eh
- 2S+1: 1
- SMILES: C/N=C/Br
- E: -2707.293912 Eh
- Largest force on an atom: 0.1771 hartree/bohr
- Relative energy (zero: lowest compared OMol25 entry of this formula, charge and spin): 40.9 kcal per mole

Record 3
The following is a DFT calculation (ωB97M-V with the def2-TZVPD basis set) of C4H11N3O as an isolated structure.

The geometry in XYZ format:
```
19
Properties=species:S:1:pos:R:3:forces:R:3:nbo_charge:R:1
C 0.83473 0.47192 0.40849 -0.1808 -0.0790 -0.1664 -0.3396
C -1.38624 -0.16955 0.95873 0.0630 -0.2052 -0.3647 -0.0228
C 1.57800 -0.31398 1.45103 -0.0120 -0.0479 -0.0120 -0.6380
N 0.05937 0.84390 -1.85182 -0.1661 0.2608 0.0697 -0.3343
C 0.52792 -0.01909 -0.84628 -0.2094 0.0225 0.3139 0.3658
N -1.85590 -0.97971 0.02124 0.0545 0.2385 0.2191 -0.7695
O -0.60741 2.01853 -1.39554 0.2787 -0.3769 -0.1031 -0.5794
N 0.34297 -1.30985 -1.19396 -0.0769 0.0701 0.0099 -0.8534
H -0.07322 2.73642 -1.75535 -0.0367 -0.0625 0.0197 0.4736
H -0.55340 0.34726 -2.49136 0.0094 0.0396 0.0849 0.3643
H 0.86168 1.54924 0.51642 0.0145 0.0076 -0.0358 0.2186
H 0.91682 -1.92682 -0.62541 -0.0387 0.0571 0.0373 0.3590
H -2.42550 -0.47250 -0.65359 0.0227 0.0150 0.0577 0.3580
H -0.88692 -1.44173 -0.64236 0.2784 0.0558 -0.0484 0.3990
H -0.91407 -0.62435 1.82027 0.0665 0.0044 -0.0066 0.1742
H -1.75540 0.84347 1.07064 0.0056 -0.0094 -0.0375 0.1926
H 1.37375 -1.38577 1.39294 -0.0072 0.0275 -0.0043 0.2030
H 1.30159 0.01541 2.45635 -0.0011 -0.0103 -0.0389 0.2112
H 2.66122 -0.18280 1.35955 -0.0645 -0.0078 0.0059 0.2177
```
Positions in Å, forces in eV/Å.

## Properties
- Total charge: 0
- E_LUMO: 0.0320 Eh
- 2S+1: 1
- E: -398.378232 Eh
- Largest force on an atom: 0.0093 hartree/bohr
- Relative energy (zero: lowest compared OMol25 entry of this formula, charge and spin): 110.4 kcal per mole

Record 4
The following is a DFT calculation (ωB97M-V with the def2-TZVPD basis set) of C21H30N2SiY as an isolated structure.

The geometry in XYZ format:
```
55
Properties=species:S:1:pos:R:3:forces:R:3:nbo_charge:R:1
C 0.16438 2.05512 1.83691 -1.0297 1.1284 0.2447 -0.3710
C -0.80504 2.54169 0.91125 0.2144 0.2588 0.5251 -0.3448
C -2.09184 2.52712 1.52677 0.4354 0.8096 0.8552 -0.4212
H -0.59732 2.84788 -0.10796 -0.0463 -0.1207 0.1863 0.2730
C -1.92370 2.08368 2.88891 0.6807 1.2097 -0.0861 -0.4055
C -0.51833 1.79230 3.06859 -0.6908 1.1011 -0.1343 -0.3554
H -0.04349 1.51567 4.00553 -0.1572 -0.0279 -0.2555 0.2449
H 1.23138 2.00315 1.62763 -0.2989 -0.1280 0.2088 0.2583
H -3.01936 2.85510 1.05521 0.2915 -0.1167 0.2563 0.2634
H -2.73494 2.03703 3.64368 0.7851 0.0732 -0.5458 0.2531
Y -1.45569 0.20532 1.41398 0.8349 -2.0144 -2.6354 1.9651
C -1.44337 -1.90481 0.19356 0.4849 -0.0856 -1.3147 -1.2057
H -1.76468 -1.70453 1.20237 -1.7710 -1.8860 0.0461 0.0641
H -0.95804 -2.90316 0.14312 -0.4675 0.7430 0.0788 0.2275
H -2.14409 -1.85626 -0.63716 -0.6383 0.0224 0.4991 0.2195
Si 0.57834 -1.41951 -2.12975 -1.2121 0.8082 2.0364 1.1832
C 2.02768 -0.67620 -2.80686 1.2856 0.8802 0.4540 -0.5534
C 2.81552 0.12755 -1.94122 1.0894 0.0342 -1.0124 -0.1480
H 2.49520 0.49786 -0.92193 0.1934 -0.7702 -1.3026 0.1941
C 4.10151 0.44575 -2.40046 0.4878 -0.1276 -0.5262 -0.2152
H 4.83490 0.92061 -1.75677 -0.2099 0.1728 0.0507 0.2132
C 4.53013 0.09498 -3.71113 -0.9108 0.1784 0.8418 -0.2092
H 5.52260 0.32364 -4.10330 -0.2872 0.0979 0.4011 0.2290
C 3.63404 -0.55878 -4.54009 0.1948 -0.2163 -0.8285 -0.1901
H 3.90556 -0.76022 -5.56755 0.2469 -0.0651 -0.0490 0.2148
C 2.39820 -1.02288 -4.10667 1.2607 0.7225 0.7595 -0.2234
H 1.82208 -1.66274 -4.77834 -0.1121 0.2124 0.4295 0.2264
C -0.64443 0.09717 -2.38713 -0.6945 -0.6653 -1.1191 -0.3850
C -0.19169 0.94532 -3.41163 0.2722 0.5161 -0.7393 -0.1843
H 0.45561 0.57889 -4.22770 0.0260 0.2024 1.0209 0.2345
C -0.63687 2.26124 -3.56207 -0.5686 -0.4389 0.2821 -0.2003
H -0.23450 2.87801 -4.37964 -0.3372 -0.2800 0.5110 0.2321
C -1.64938 2.72144 -2.70845 0.7177 0.3567 -0.7561 -0.2280
H -2.00333 3.72954 -2.90734 -0.1037 -0.0537 0.5336 0.2261
C -2.26012 1.85485 -1.80646 -0.1567 0.5032 -0.8429 -0.1741
H -3.10610 2.26727 -1.24152 0.1321 -0.6513 -0.2992 0.2074
C -1.83313 0.52659 -1.75389 0.1617 0.1435 0.4117 -0.2998
H -2.54106 -0.20443 -1.38788 0.2228 -0.0324 0.6807 0.2274
H 0.75991 -1.39140 -0.54314 0.1279 -0.5428 -2.0379 -0.1808
H 0.82627 -2.64476 -2.94357 -1.3875 -0.4787 0.5748 -0.1191
N 0.55773 -0.87849 2.03883 0.5494 0.6814 0.1124 -0.9019
C 0.24401 -2.27274 2.38208 0.2171 -0.8173 -0.0697 -0.2551
C -0.23100 -2.45484 3.81788 -0.0162 0.1890 1.2876 -0.4306
C -1.07448 -1.29120 4.40260 -0.2219 0.3216 0.0681 -0.2083
N -2.10411 -0.85148 3.41458 -0.9044 0.4042 0.2576 -0.9277
H 1.18903 -0.78169 1.23013 -0.4158 -0.5241 0.2344 0.4266
H 1.05892 -0.41111 2.78833 0.0398 -0.1571 0.1747 0.3875
H -0.53603 -2.61702 1.72159 0.4650 -0.0307 0.5314 0.2504
H 1.08585 -2.92064 2.12658 0.1214 -0.0257 0.4860 0.2187
H -0.85586 -3.36977 3.91431 0.6482 0.3772 -0.2409 0.2342
H 0.64649 -2.55902 4.48455 -0.4903 -0.1381 -0.1369 0.2320
H -1.58689 -1.53326 5.35212 0.4338 -0.3705 -0.4402 0.2206
H -0.45939 -0.41089 4.65316 -0.1481 -0.3913 -0.3295 0.2016
H -2.69047 -0.06611 3.75504 0.4909 -0.8938 0.3080 0.4049
H -2.74663 -1.60678 3.17037 0.1653 -0.0981 0.3539 0.4045
```
Positions in Å, forces in eV/Å.

## Properties
- Total charge: +1
- E_LUMO: -0.1135 Eh
- 2S+1: 1
- E: -1255.188217 Eh
- Largest force on an atom: 0.0665 hartree/bohr
- Relative energy (zero: lowest compared OMol25 entry of this formula, charge and spin): 0.0 kcal per mole